[1]
ORCA calculation (ωB97M-V/def2-TZVPD) on 5 unconnected molecules or ions with the total composition C3H16O4S at a distorted geometry.

Computed properties:
HOMO: -8.79 eV
SMILES: CCCS.O.O.O.O
LUMO: 0.249 eV

ORCA input file:
```
! wB97M-V def2-TZVPD RIJCOSX def2/J DEFGRID3
* xyz 0 1
C -0.16187 -1.15769 2.42392
C 0.34571 0.11574 1.70994
C 1.86922 0.17045 1.72934
S 2.80562 -0.62067 0.41240
H -1.24260 -1.16107 2.41673
H 0.20210 -1.12416 3.44933
H 0.18336 -2.03701 1.88513
H -0.05318 -0.00728 0.70088
H 0.01741 1.09766 2.03464
H 2.21144 0.02424 2.75575
H 2.18367 1.18924 1.57594
H 2.15713 -1.76549 0.13256
O -2.60220 -3.55733 -1.28249
H -3.29217 -3.74849 -1.93226
H -2.02465 -4.31745 -1.39498
O -2.93622 1.79168 -1.91105
H -2.22847 2.00569 -1.29267
H -2.87885 0.82744 -1.92606
O 0.85097 4.90092 -1.71504
H 0.65764 4.43860 -2.53656
H 0.80188 5.83195 -1.94428
O -1.63091 -1.02967 -0.76610
H -2.07166 -1.83167 -1.06357
H -1.79222 -1.05288 0.18166
*
```

---

[2]
ORCA calculation (ωB97M-V/def2-TZVPD) on a molecular structure, C3H17B2Cl5CoCrN3O26 at a distorted geometry.

Computed properties:
HOMO (alpha / beta): 1.06 / 1.06 eV
LUMO (alpha / beta): 4.421 / 4.407 eV

ORCA input file:
```
! wB97M-V def2-TZVPD RIJCOSX def2/J DEFGRID3
* xyz -3 8
Cr -0.65992 0.62011 2.09808
Co 0.57425 -0.54063 -1.93804
Cl -2.38683 -0.28948 -3.97707
O -1.83734 -1.32784 -4.80219
O -1.52847 -0.15221 -2.80641
O -2.36574 1.01095 -4.61753
O -3.72648 -0.65084 -3.63730
Cl 0.36716 -3.85582 -1.46591
O -0.58562 -4.89476 -1.66297
O 1.71548 -4.36746 -1.74781
O 0.03636 -2.71117 -2.31484
O 0.24057 -3.41472 -0.11304
Cl -3.27969 1.87731 0.14189
O -2.65910 1.11495 1.24083
O -2.26429 2.53706 -0.62420
O -4.09993 0.99563 -0.60421
O -4.08755 2.91156 0.75543
Cl 2.54984 1.04643 3.04653
O 2.22891 1.43688 1.68901
O 1.26533 0.66077 3.61306
O 3.47564 -0.05345 2.98371
O 3.06053 2.17727 3.72186
Cl -1.70291 -2.69045 3.57809
O -0.35089 -3.16611 3.31548
O -1.78717 -1.26277 3.16360
O -2.60919 -3.40746 2.72169
O -2.10295 -2.78519 4.95800
B 0.10969 -0.39942 0.20603
H -0.11329 -1.00052 1.13305
H 1.14240 -0.67606 -0.13978
H -0.66777 -0.73618 -0.55084
H -0.05935 0.69724 0.40732
B -3.85598 -3.16228 -0.16956
H -2.75986 -2.99956 0.14183
H -4.28319 -4.11595 0.33421
H -4.52504 -2.27240 0.13862
H -3.95776 -3.31728 -1.31045
C 0.98445 4.91694 2.30994
N -0.35961 4.28862 2.23123
O -0.36549 3.11790 1.90571
O -1.32244 4.99504 2.36123
H 1.33782 5.20504 3.29383
H 0.93990 5.77482 1.63885
H 1.68275 4.23282 1.83119
C 3.85672 -2.61344 -0.46600
N 3.47303 -2.11495 -1.84360
O 3.96079 -2.70196 -2.77812
O 2.54668 -1.33096 -1.88798
H 4.78334 -2.14383 -0.14785
H 3.84139 -3.69750 -0.50673
H 3.05209 -2.30243 0.19908
C 1.74417 3.71313 -1.98648
N 2.07047 2.27623 -2.25676
O 1.30430 1.50276 -1.71345
O 2.87508 1.92111 -3.08653
H 0.83112 3.77640 -2.57603
H 2.49536 4.32962 -2.48029
H 1.75827 4.01850 -0.94739
*
```

---

[3]
ORCA calculation (ωB97M-V/def2-TZVPD) on 4 unconnected molecules or ions with the total composition C3H17N2O3 at a distorted geometry.

Computed properties:
HOMO: -13.31 eV
LUMO: -2.787 eV

ORCA input file:
```
! wB97M-V def2-TZVPD RIJCOSX def2/J DEFGRID3
* xyz 1 1
C 1.17253 0.80827 -0.10923
C 0.04555 1.72920 -0.52135
C -0.48286 1.47969 -1.92555
N -1.14810 0.17157 -1.94071
N 0.76705 -0.63044 -0.21200
H 1.40536 0.97264 0.91936
H 2.05239 0.98638 -0.70227
H -0.74566 1.91864 0.21113
H 0.46659 2.73474 -0.50523
H -1.18725 2.26580 -2.20927
H 0.33909 1.51332 -2.63014
H -1.97461 0.21481 -1.35883
H -0.00536 -0.75351 -0.89033
H -1.45622 -0.12230 -2.85997
H 0.48313 -0.96256 0.72154
H 1.56880 -1.21367 -0.47256
H -1.01104 -0.78263 2.61597
H 0.22372 -1.43698 3.17123
O -0.26430 -1.33634 2.34530
H 2.64866 -2.12353 1.53232
H 3.81345 -2.46845 0.81312
O 2.85712 -2.40466 0.63831
H -3.51111 0.44311 1.50187
H -3.17888 -0.95670 0.89642
O -2.87805 -0.04640 0.97088
*
```

---

[4]
ORCA calculation (ωB97M-V/def2-TZVPD) on 7 unconnected molecules or ions with the total composition C3H17O9 at a distorted geometry.

Computed properties:
HOMO: -6.28 eV
LUMO: 3.291 eV

ORCA input file:
```
! wB97M-V def2-TZVPD RIJCOSX def2/J DEFGRID3
* xyz -1 1
O -0.13331 -2.98798 0.18647
C 0.23770 -1.88189 0.60737
O -0.21716 -1.32229 1.66611
C 1.30333 -1.13002 -0.20710
C 1.01841 -1.17523 -1.69351
O 0.08080 -0.17849 -2.11186
H 2.25974 -1.56826 0.02437
H 1.36629 -0.12290 0.13344
H 1.91822 -0.98287 -2.28030
H 0.63762 -2.15570 -1.96479
H -0.77244 -0.31140 -1.70152
H 1.55344 2.09714 1.47093
H 1.67741 2.58768 0.01832
O 2.16477 2.60637 0.87208
H -1.03971 1.68661 1.19578
H -1.02470 2.38295 -0.14572
O -1.63071 1.98975 0.48204
H -1.79623 -1.84845 1.58842
H -1.75944 -2.96506 0.61279
O -2.39943 -2.33738 0.99533
H 0.08662 0.09087 1.96692
H -0.00920 1.06524 3.24514
O 0.17090 1.08542 2.27283
H -2.27792 -1.05214 -0.30406
H -2.07693 0.48239 -0.38429
O -2.16747 -0.31600 -0.93962
H 0.48631 1.42850 -1.77190
H 1.58910 2.44591 -2.17249
O 0.75398 2.38720 -1.66118
*
```

---

[5]
ORCA calculation (ωB97M-V/def2-TZVPD) on 7 unconnected molecules or ions with the total composition C3H18O7S2 at a distorted geometry.

Computed properties:
HOMO: -8.75 eV
SMILES: O=CCCSS.O.O.O.O.O.O
LUMO: -0.057 eV

ORCA input file:
```
! wB97M-V def2-TZVPD RIJCOSX def2/J DEFGRID3
* xyz 0 1
O 0.51947 -1.56587 -1.32363
C -0.28291 -0.89479 -1.91906
C -1.25968 -0.05357 -1.12408
C -2.63749 -0.68073 -0.90590
S -3.78931 0.60291 -0.26179
S -3.97938 0.65019 1.77021
H -0.27705 -0.68566 -3.00487
H -0.67686 0.29099 -0.26304
H -1.39451 0.95200 -1.57375
H -2.96874 -1.02525 -1.89040
H -2.47798 -1.54588 -0.26579
H -2.90422 1.26230 2.35681
O -0.23257 3.39873 -0.78774
H 0.44062 3.90582 -1.19855
H 0.04420 3.07906 0.06044
O 3.25455 -0.98167 -0.42131
H 2.72665 -0.88372 0.37976
H 3.54118 -1.87832 -0.56469
O -0.25877 0.27412 2.20447
H 0.39556 -0.13968 2.75930
H 0.16505 0.49215 1.36881
O -1.36853 -2.82502 1.59451
H -0.55152 -2.54177 1.17653
H -1.46553 -2.11512 2.23895
O 2.54026 -0.53643 2.23047
H 3.45076 -0.37236 2.48519
H 2.14422 -1.03886 2.94903
O 2.09144 1.76175 -2.49112
H 2.19695 1.06514 -3.14341
H 3.01414 2.02953 -2.43534
*
```

---

[6]
ORCA calculation (ωB97M-V/def2-TZVPD) on 7 unconnected molecules or ions with the total composition C3H19N2O7S at a distorted geometry.

Computed properties:
HOMO: -3.91 eV
LUMO: 3.191 eV

ORCA input file:
```
! wB97M-V def2-TZVPD RIJCOSX def2/J DEFGRID3
* xyz -1 1
N -0.72933 2.65039 1.60832
C -0.83546 1.19662 1.47496
C -0.94642 0.74084 0.00494
S -2.65615 0.84097 -0.62329
C 0.37598 0.48253 2.04599
N 1.52537 1.14256 2.22558
O 0.29192 -0.72990 2.30117
H -1.64301 3.02803 1.41806
H -0.08702 3.00994 0.91052
H -1.69581 0.87037 2.05830
H -0.28747 1.37868 -0.58631
H -0.58796 -0.28132 -0.08066
H 1.66546 2.05330 1.83530
H 2.34510 0.63780 2.52231
H 2.77195 0.72123 -0.98774
H 2.98186 2.27190 -1.02698
O 3.09819 1.49282 -0.46186
H -2.59051 -1.11357 1.29764
H -1.16492 -1.55303 1.72973
O -1.99773 -1.89190 1.31418
H 0.53607 -3.00495 -1.13381
H 1.31731 -2.68815 0.14654
O 1.43126 -2.91433 -0.79110
H 2.06002 -1.39535 -1.66047
H 1.31819 -0.31016 -2.46677
O 2.18621 -0.50097 -2.04411
H -0.90215 -0.97619 -2.36023
H -0.83789 0.53607 -2.55030
O -0.41816 -0.28443 -2.87381
H -2.69568 -1.36648 -1.44207
H -1.85197 -2.03401 -0.41307
O -1.97726 -2.00929 -1.39095
*
```

---

[7]
ORCA calculation (ωB97M-V/def2-TZVPD) on 7 unconnected molecules or ions with the total composition C3H19NO7S at a distorted geometry.

Computed properties:
HOMO: -9.39 eV
SMILES: O=CNCCS.O.O.O.O.O.O
LUMO: 0.146 eV

ORCA input file:
```
! wB97M-V def2-TZVPD RIJCOSX def2/J DEFGRID3
* xyz 0 1
O 2.24686 0.09148 -1.80180
C 1.28911 -0.10268 -2.53243
N 0.04245 0.22148 -2.11692
C -1.25213 0.00585 -2.72120
C -1.97519 -1.27044 -2.25895
S -0.93518 -2.72138 -2.69854
H 1.38551 -0.52060 -3.53846
H 0.00061 0.44543 -1.13121
H -1.28827 -0.03565 -3.80926
H -1.80856 0.87953 -2.39807
H -2.84757 -1.28254 -2.90635
H -2.35157 -1.22617 -1.24153
H -1.73278 -3.59482 -2.09089
O 0.77756 1.68052 0.72602
H 1.54644 1.09032 0.71490
H 1.01374 2.50705 0.29559
O -2.06756 1.47374 -0.13738
H -2.35003 2.39346 -0.12283
H -1.42576 1.41934 0.58016
O -0.18614 1.28137 3.14631
H 0.19012 1.93938 3.73140
H -0.06298 1.55485 2.21632
O 4.04633 1.17663 0.97737
H 3.62541 0.64474 1.65970
H 3.97551 0.70291 0.14618
O 1.24969 -0.77868 2.14598
H 0.35408 -0.46613 1.99024
H 1.10130 -1.70216 1.90031
O -0.58942 -1.79717 3.93697
H -1.15100 -1.28285 3.35830
H -0.82059 -2.72679 3.98005
*
```

---

[8]
ORCA calculation (ωB97M-V/def2-TZVPD) on 7 unconnected molecules or ions with the total composition C3H20NO6S at a distorted geometry.

Computed properties:
HOMO: -3.73 eV
LUMO: 2.940 eV

ORCA input file:
```
! wB97M-V def2-TZVPD RIJCOSX def2/J DEFGRID3
* xyz -1 1
C -1.35745 1.31965 1.29567
N -0.27816 1.06973 0.28827
C 1.08830 1.42133 0.73587
C 2.12777 0.69915 -0.04487
S 2.72304 -0.88002 0.74647
H -1.08001 0.84229 2.26898
H -2.26583 0.94703 0.81454
H -1.43755 2.44740 1.42063
H -0.42873 0.11352 0.00864
H 1.17783 2.54071 0.71198
H 1.17300 1.30783 1.83884
H 3.09998 1.33841 -0.02896
H 1.89004 0.54430 -1.16119
H 0.21919 -2.17775 -1.67030
H 0.85986 -2.69525 -2.94134
O 0.14746 -2.08085 -2.67369
H 0.77250 -2.05186 0.38428
H -0.51103 -2.87043 0.04235
O -0.08134 -2.02175 -0.10231
H -0.68521 0.17189 -3.54269
H -0.01239 0.10647 -2.20909
O 0.07996 0.53493 -3.09368
H -0.00249 -0.99132 3.15671
H 1.34162 -0.44383 2.88438
O 0.83908 -0.88299 3.62802
H -1.03124 1.96358 -2.27352
H -0.59362 3.32659 -2.08042
O -1.32425 2.85779 -2.52259
H -2.30453 -2.50179 2.13522
H -1.75261 -1.73702 0.74128
O -2.39321 -2.21773 1.24249
*
```

---

[9]
ORCA calculation (ωB97M-V/def2-TZVPD) on 6 unconnected molecules or ions with the total composition C3H21Br2N4O3 at a distorted geometry.

Computed properties:
HOMO: -16.14 eV
LUMO: -8.883 eV

ORCA input file:
```
! wB97M-V def2-TZVPD RIJCOSX def2/J DEFGRID3
* xyz 3 1
N -2.91402 -2.14083 -0.32217
H -2.09972 -1.50527 -0.15899
H -2.70234 -3.06143 0.07294
H -3.01113 -2.24744 -1.33784
H -3.77536 -1.74965 0.05373
N -1.93397 0.27388 3.24897
H -2.56131 -0.52579 3.32685
H -1.63877 0.37292 2.22186
H -1.09604 0.23910 3.82854
H -2.52732 1.08160 3.45225
N -2.16281 4.52188 0.08575
H -2.49514 4.61529 -0.87632
H -2.93473 4.16747 0.65241
H -1.83467 5.41256 0.46915
H -1.38616 3.82758 0.12859
N 1.93622 2.54738 -1.76586
H 2.75710 3.04197 -1.40819
H 1.46455 3.08764 -2.49293
H 1.24870 2.40896 -0.99225
H 2.22609 1.64417 -2.14481
O 0.82442 0.38108 -0.34908
C -0.32306 0.87242 0.16736
O -1.12476 -0.02594 0.59547
O -0.46905 2.11284 0.09030
H 0.73974 -0.57745 -0.18668
Br 2.47538 -4.72885 -2.55566
C 3.60259 -4.21283 -1.06839
C 3.14595 -2.90884 -0.45550
Br 1.40472 -3.09700 0.40127
H 4.62272 -4.08929 -1.42500
H 3.58171 -5.01902 -0.34138
H 3.07871 -2.12121 -1.20042
H 3.88176 -2.59788 0.28606
*
```

---

ΔE to the lowest compared entry with this formula, charge and spin readings, ordered: 28.49 27.39 14.20 1.61 12.46 0.00 29.45 49.74 1.67 kcal/mol
Calculated total energy readings, ordered: -22395.393 -191054.691 -12504.245 -21818.534 -39404.798 -31571.229 -30077.046 -28046.578 -155615.393 eV